This record from the Open Molecules 2025 dataset describes a molecular structure, C57H50Cl3N2OP4SiW in a non-equilibrium geometry. The level of theory is ωB97M-V with the def2-TZVPD basis set.

Output
- HOMO-LUMO gap (alpha / beta) (eV) = 4.06 / 3.60

Geometry as ORCA input:
```
! RIJCOSX wB97M-V def2-TZVPD def2/J DEFGRID3
* xyz 3 3
W 0.593 0.588 -0.389
N 1.183 2.558 2.656
P 2.077 2.013 1.290
C 3.351 3.306 1.331
C 4.700 2.979 1.418
C 5.653 3.982 1.435
C 5.272 5.313 1.378
C 3.928 5.644 1.304
C 2.969 4.648 1.269
C 2.789 0.517 2.042
C 2.387 -0.676 1.454
C 2.811 -1.896 1.933
C 3.666 -1.914 3.030
C 4.058 -0.736 3.644
C 3.617 0.484 3.158
P -0.179 1.661 3.043
C 0.372 0.274 4.077
C -0.061 -1.033 3.883
C 0.355 -2.027 4.753
C 1.174 -1.716 5.826
C 1.582 -0.406 6.033
C 1.184 0.591 5.164
C -1.259 2.694 4.065
C -0.712 3.776 4.754
C -1.506 4.492 5.633
C -2.830 4.131 5.839
C -3.368 3.051 5.152
C -2.588 2.325 4.267
H 1.117 3.567 2.761
H 5.005 1.946 1.473
H 6.697 3.716 1.483
H 6.025 6.085 1.382
H 3.631 6.680 1.258
H 1.927 4.923 1.167
H 1.729 -0.604 0.526
H 2.504 -2.825 1.477
H 4.018 -2.864 3.397
H 4.715 -0.774 4.501
H 3.906 1.406 3.639
H -0.738 -1.276 3.077
H 0.022 -3.042 4.594
H 1.479 -2.493 6.509
H 2.201 -0.153 6.880
H 1.486 1.616 5.325
H 0.325 4.050 4.634
H -1.083 5.329 6.167
H -3.429 4.686 6.546
H -4.398 2.769 5.316
H -3.001 1.475 3.740
C -0.346 -2.230 -3.025
N -1.763 -2.090 -3.180
C -2.413 -0.990 -2.537
P -1.772 -0.554 -0.811
C -3.289 0.368 -0.398
C -4.174 -0.087 0.574
C -5.355 0.598 0.792
C -5.650 1.739 0.062
C -4.764 2.197 -0.902
C -3.586 1.513 -1.137
C -1.835 -2.229 -0.109
C -2.952 -3.046 -0.264
C -2.956 -4.318 0.281
C -1.857 -4.782 0.988
C -0.731 -3.984 1.119
C -0.721 -2.716 0.567
C -2.423 -2.895 -4.082
C -3.685 -2.530 -4.591
C -4.315 -3.313 -5.532
C -3.717 -4.478 -6.003
C -2.474 -4.857 -5.504
C -1.838 -4.091 -4.551
P 0.633 -0.736 -2.500
C -0.010 0.562 -3.596
C -0.123 0.500 -4.978
C -0.609 1.595 -5.678
C -1.003 2.739 -5.007
C -0.943 2.794 -3.617
C -0.451 1.709 -2.926
C 2.232 -1.458 -2.955
C 2.839 -2.146 -1.903
C 4.062 -2.761 -2.092
C 4.671 -2.704 -3.337
C 4.051 -2.049 -4.391
C 2.829 -1.422 -4.208
H 0.105 -2.483 -3.996
H -0.083 -3.034 -2.316
H -3.465 -1.246 -2.366
H -2.402 -0.088 -3.167
H -3.931 -0.969 1.148
H -6.051 0.233 1.532
H -6.570 2.271 0.247
H -4.996 3.081 -1.476
H -2.902 1.864 -1.899
H -3.829 -2.693 -0.785
H -3.825 -4.945 0.159
H -1.885 -5.761 1.439
H 0.130 -4.350 1.656
H 0.151 -2.076 0.682
H -4.155 -1.611 -4.284
H -5.271 -3.005 -5.923
H -4.216 -5.081 -6.745
H -2.004 -5.759 -5.864
H -0.895 -4.436 -4.157
H 0.171 -0.390 -5.511
H -0.674 1.558 -6.754
H -1.363 3.595 -5.555
H -1.279 3.672 -3.086
H -0.425 1.767 -1.798
H 2.335 -2.205 -0.941
H 4.545 -3.274 -1.276
H 5.633 -3.172 -3.482
H 4.522 -2.022 -5.361
H 2.359 -0.894 -5.025
O -1.522 0.052 1.511
C -0.589 0.840 1.391
Cl 1.949 3.635 -1.450
Si 2.446 1.649 -1.797
Cl 2.951 1.689 -3.771
Cl 4.113 0.896 -0.842
*
```